Molecular formula: C36H43N3O4
Method: DFT, ωB97M-V/def2-TZVPD

The LUMO energy comes out at -1.5596 eV. The calculation puts the HOMO energy at -6.43 eV. The calculation puts the frontier orbital gap at 4.869 eV. The relative energy (zero: lowest compared OMol25 entry of this formula, charge and spin) comes out at 24.9 kJ/mol.

```
! RIJCOSX wB97M-V def2-TZVPD def2/J DEFGRID3
* xyz 0 1
O -0.157 -0.766 2.114
O 1.877 -0.169 2.753
O 2.158 2.137 3.140
O 1.178 3.644 1.804
N -5.554 1.555 3.941
N 2.769 -5.585 -0.911
N 0.655 3.211 -5.049
C 0.706 0.105 2.103
C 0.625 -2.775 -0.018
C -5.636 0.973 5.266
C 1.736 0.809 -2.493
C -1.780 3.087 -3.535
C -1.771 3.644 -4.951
C -3.776 0.426 2.699
C 3.989 -5.841 -1.648
C 1.125 -4.055 -0.043
C 3.412 0.512 4.394
C 2.846 0.891 3.019
C 1.799 -2.229 -2.072
C 0.742 -5.009 1.036
C 1.143 -6.447 0.733
C -1.953 1.728 1.799
C -2.651 0.526 1.895
C -2.437 2.877 2.426
C 0.574 1.379 1.451
C -0.626 1.342 -2.193
C 0.494 0.529 -1.847
C -0.568 2.282 -3.200
C 1.801 1.709 -3.535
C 0.350 -0.516 -0.890
C 2.563 -6.489 0.199
C -6.788 1.535 3.176
C 2.063 -4.426 -1.048
C 1.329 2.466 2.076
C 0.967 -1.793 -0.988
C 2.280 -3.520 -2.123
C 3.884 0.968 1.907
C -3.632 2.827 3.128
C 0.640 2.421 -3.943
C -0.718 1.808 0.918
C 1.873 3.352 -5.815
C -0.394 4.169 -5.320
C -4.316 1.594 3.275
H -0.533 -0.547 -0.251
H 1.689 4.086 -6.603
H -7.544 2.137 3.696
H -1.870 3.807 2.341
H 2.150 2.395 -6.281
H 3.396 1.084 0.929
H 2.043 -1.547 -2.885
H 2.850 -3.836 -2.999
H -0.210 5.104 -4.760
H 2.812 -7.498 -0.148
H -4.645 1.016 5.731
H -0.933 1.168 0.076
H -2.073 2.865 -5.660
H -2.665 2.456 -3.404
H -0.056 -2.503 0.786
H -4.272 -0.534 2.850
H 1.232 -4.682 1.965
H 2.742 1.855 -4.069
H 2.577 0.305 5.070
H -1.875 3.926 -2.827
H -0.565 2.837 0.586
H 0.468 -6.880 -0.015
H -0.340 4.404 -6.386
H 2.646 0.294 -2.172
H 4.255 -4.994 -2.284
H -7.178 0.511 3.057
H 4.817 -6.047 -0.954
H 3.867 -6.736 -2.275
H -5.974 -0.075 5.237
H -2.495 4.458 -5.035
H 4.030 1.310 4.811
H -1.587 1.167 -1.698
H 3.269 -6.243 1.013
H -6.346 1.551 5.872
H -0.340 -4.949 1.200
H 4.007 -0.395 4.279
H 4.480 0.051 1.922
H -4.078 3.717 3.573
H 1.072 -7.049 1.642
H 4.547 1.828 2.078
H 2.711 3.687 -5.185
H -2.298 -0.357 1.363
H -6.605 1.965 2.184
*
```

=====

Molecular formula: C36H43N9O4PS3Zr
Method: DFT, ωB97M-V/def2-TZVPD

The LUMO energy comes out at -8.2480 eV. The calculation puts the HOMO energy at -15.56 eV. The calculation puts the frontier orbital gap at 7.310 eV. The relative energy (zero: lowest compared OMol25 entry of this formula, charge and spin) comes out at 112.8 kJ/mol.

```
! RIJCOSX wB97M-V def2-TZVPD def2/J DEFGRID3
* xyz 3 1
Zr 0.337 1.033 0.137
S 1.650 0.271 2.579
S 2.743 5.875 2.877
S -1.708 3.278 -1.729
P -1.707 -0.418 1.344
O 0.086 -2.597 -0.503
O 1.220 -0.757 1.579
O -0.898 2.039 -1.319
O 0.139 -0.445 -1.165
N 2.652 -0.199 -0.611
N 1.091 4.671 1.352
N 3.226 -6.234 0.411
N 1.474 -5.296 1.589
N 1.809 -4.743 -0.622
N 3.504 3.884 -1.174
N 1.395 1.612 2.005
N -1.154 2.526 1.386
N 1.713 2.638 -0.821
C -5.354 -1.303 -1.335
C 2.359 4.369 0.910
C -3.983 2.756 3.792
C 2.700 -2.088 -2.257
C -2.503 0.790 2.474
C -5.327 -1.784 -0.030
C -3.116 -0.874 0.273
C 2.203 -3.470 -2.714
C -1.139 -4.049 4.145
C -4.216 1.410 4.062
C 2.213 -1.594 -0.891
C -1.689 -3.151 1.974
C -0.571 4.345 -2.580
C 1.160 5.457 2.387
C -1.059 -1.674 3.767
C -2.246 2.132 2.265
C -1.535 -4.241 2.826
C 2.163 -5.431 0.449
C 3.328 3.173 -2.353
C -2.989 3.117 2.901
C 2.588 -4.680 -1.868
C -2.682 2.708 -3.097
C -4.256 -0.628 -1.844
C 2.185 2.418 -2.150
C 0.704 -1.617 -0.835
C 3.551 2.385 -4.563
C 2.522 3.580 -0.316
C 1.685 1.634 -3.195
C -1.468 -1.857 2.446
C 2.380 1.632 -4.389
C -0.892 -2.763 4.613
C -3.486 0.437 3.402
C 3.372 4.941 1.611
C -4.213 -1.576 0.770
C -3.140 -0.412 -1.044
C 4.046 3.173 -3.546
H 3.793 -2.078 -2.248
H -3.011 3.585 -3.659
H 3.652 -4.639 -1.625
H -1.751 -5.242 2.465
H 4.203 4.594 -1.016
H 0.789 1.054 -3.075
H 3.358 -0.205 0.111
H -0.095 3.788 -3.390
H -1.048 -4.897 4.816
H -2.276 0.082 -1.451
H 2.617 -3.650 -3.705
H 1.642 -5.907 2.370
H -4.570 3.522 4.286
H -0.380 2.816 1.975
H 4.942 3.773 -3.678
H 0.637 -4.737 1.619
H 4.443 4.843 1.464
H -6.179 -2.325 0.366
H -4.980 1.123 4.776
H 4.064 2.360 -5.518
H 2.407 -5.578 -2.456
H 0.291 5.847 2.913
H -2.004 -3.303 0.949
H -4.267 -0.291 -2.876
H -3.546 2.172 -2.702
H 3.465 -6.801 1.207
H -0.601 -2.606 5.646
H -1.152 5.189 -2.965
H 2.561 -2.248 -0.103
H 0.994 -4.146 -0.555
H -6.226 -1.470 -1.957
H -4.204 -1.974 1.779
H 2.376 -1.358 -3.005
H -2.055 2.057 -3.710
H 3.088 0.171 -1.443
H -3.686 -0.607 3.611
H 0.160 4.698 -1.853
H 1.117 -3.455 -2.833
H 3.660 -6.477 -0.462
H -0.903 -0.674 4.158
H 2.012 1.041 -5.220
H -2.789 4.168 2.704
H -1.409 3.382 0.915
*
```

=====

Molecular formula: C36H44F10N2O32
Method: DFT, ωB97M-V/def2-TZVPD

The LUMO energy comes out at 0.1759 eV. The calculation puts the HOMO energy at -9.15 eV. The calculation puts the frontier orbital gap at 9.326 eV. Its SMILES is O=C1OC[C@@H](F)O1.O=C1OC[C@@H](F)O1.O=C1OC[C@@H](F)O1.O=C1OC[C@@H](F)O1.O=C1OC[C@@H](F)O1.O=C1OC[C@@H](F)O1.O=C1OC[C@@H](F)O1.O=C1OC[C@@H](F)O1.O=C1OC[C@@H](F)O1.O=C1OC[C@@H](F)O1.CNC(C)=O.CNC(C)=O.

```
! RIJCOSX wB97M-V def2-TZVPD def2/J DEFGRID3
* xyz 0 1
F 11.659 8.215 18.896
F 10.655 18.827 9.073
F 19.122 14.607 10.784
F 16.911 15.136 13.414
F 12.848 17.798 17.311
F 13.010 12.706 11.624
F 18.231 12.608 16.585
F 9.323 16.680 14.294
F 19.362 9.563 9.960
F 8.379 13.711 17.893
O 10.830 9.940 16.704
O 13.404 16.415 13.568
O 17.010 15.419 8.505
O 19.928 14.854 14.466
O 12.889 10.791 16.149
O 17.781 8.984 18.792
O 9.135 12.516 13.014
O 17.314 15.923 10.604
O 16.023 17.276 9.269
O 13.655 15.771 17.696
O 12.331 10.283 18.311
O 18.042 10.367 16.917
O 12.052 13.842 19.491
O 16.458 11.534 12.202
O 16.261 19.851 16.085
O 11.430 15.269 10.769
O 14.963 14.332 16.527
O 16.402 10.723 18.328
O 12.619 14.452 14.271
O 9.132 7.377 12.654
O 14.033 14.441 12.607
O 10.272 14.736 18.443
O 18.352 13.434 13.791
O 18.191 10.282 12.889
O 12.700 16.611 9.549
O 20.493 13.051 13.250
O 11.242 12.924 17.577
O 11.137 17.521 10.800
O 15.693 16.365 17.168
O 9.873 14.603 13.433
O 8.037 14.363 12.213
O 18.374 11.381 10.981
N 7.983 9.352 12.624
N 16.392 19.433 13.862
C 17.584 11.108 12.016
C 15.136 17.536 17.772
C 17.465 9.922 18.078
C 17.368 11.476 16.409
C 16.169 11.678 17.323
C 17.746 21.205 14.685
C 16.736 16.324 9.441
C 12.066 10.375 16.998
C 9.524 15.979 13.115
C 18.634 15.458 14.964
C 19.454 9.833 12.304
C 12.950 18.065 9.370
C 10.365 9.292 13.175
C 8.195 15.789 12.397
C 17.523 14.151 9.049
C 11.240 13.829 18.607
C 16.774 20.098 14.998
C 11.759 16.338 10.396
C 15.404 18.351 13.823
C 13.365 15.241 13.457
C 9.090 8.574 12.831
C 11.676 18.585 9.993
C 9.046 13.698 12.926
C 13.687 13.132 12.740
C 19.676 13.702 13.786
C 19.504 10.523 10.968
C 17.617 14.502 14.379
C 11.334 9.507 18.888
C 14.773 15.367 17.073
C 12.783 13.071 13.970
C 6.707 8.792 12.277
C 10.189 9.715 17.949
C 9.474 14.365 17.385
C 10.296 13.400 16.559
C 13.725 17.133 18.069
C 17.774 14.581 10.499
H 10.348 10.288 12.777
H 11.113 8.637 12.695
H 10.789 13.900 15.747
H 9.693 12.538 16.198
H 8.070 10.337 12.730
H 11.836 12.632 13.642
H 15.341 17.933 12.851
H 18.328 21.018 13.745
H 11.188 9.818 19.933
H 11.737 19.562 10.514
H 16.692 13.414 8.984
H 9.518 8.859 17.799
H 17.199 13.955 11.223
H 20.284 10.176 12.905
H 5.998 9.623 12.263
H 17.306 11.413 15.313
H 12.946 18.225 8.300
H 16.195 12.686 17.681
H 16.709 19.856 12.979
H 20.377 11.024 10.694
H 18.670 15.489 16.049
H 13.221 12.561 14.828
H 6.800 8.261 11.352
H 18.632 16.435 14.468
H 15.661 17.682 18.709
H 13.462 17.283 19.104
H 9.583 10.576 18.214
H 14.604 12.532 12.637
H 13.835 18.366 9.899
H 10.521 9.304 14.271
H 14.460 18.724 14.096
H 7.261 16.085 12.932
H 15.706 17.615 14.578
H 17.085 22.081 14.472
H 19.528 8.757 12.126
H 9.050 15.268 16.905
H 10.361 16.467 12.585
H 16.925 14.067 15.092
H 8.218 16.263 11.415
H 18.413 13.899 8.468
H 18.300 21.512 15.566
H 15.215 11.413 16.826
H 6.434 7.979 12.933
H 15.184 18.466 17.146
*
```

=====

Molecular formula: C36H44MgN7O5S3
Method: DFT, ωB97M-V/def2-TZVPD

The LUMO energy comes out at 1.9084 eV. The calculation puts the HOMO energy at -4.97 eV. The calculation puts the frontier orbital gap at 6.876 eV. The relative energy (zero: lowest compared OMol25 entry of this formula, charge and spin) comes out at 16.0 kJ/mol.

```
! RIJCOSX wB97M-V def2-TZVPD def2/J DEFGRID3
* xyz -1 1
S -0.230 -4.457 -2.353
S 2.562 -3.401 -2.097
S 0.455 2.789 3.043
Mg 0.239 0.883 -0.095
O -0.716 3.508 2.614
O 0.979 -0.116 -1.821
O -0.595 -0.720 0.801
O -2.619 -4.396 0.797
O 1.522 3.561 3.650
N 0.955 1.906 1.815
N 0.615 -2.740 -0.440
N 0.068 -0.583 -3.849
N 1.027 3.014 -1.148
N 2.219 0.367 0.806
N 2.361 -0.176 -3.618
N -0.701 -2.870 -0.038
C -3.191 -0.906 1.746
C -0.372 1.022 6.579
C -3.712 3.487 -1.773
C -0.068 1.619 4.280
C 1.045 2.948 -2.603
C 2.076 1.128 1.910
C -5.033 -2.263 2.442
C -1.497 -1.136 7.243
C -1.431 3.242 -1.039
C -2.461 4.039 -1.528
C 0.911 -3.428 -1.452
C -1.199 -0.896 -3.195
C 2.285 3.562 -0.659
C -0.686 0.439 3.888
C 2.316 -4.812 -3.200
C -1.003 -0.161 6.208
C -1.579 1.866 -0.790
C -4.430 -1.013 2.353
C 1.125 -0.276 -3.030
C 2.737 -0.960 -4.777
C -3.912 2.137 -1.525
C -1.152 -0.440 4.851
C 4.020 0.110 2.861
C 3.200 -0.524 0.731
C -1.172 -1.824 0.627
C 3.475 0.231 -2.783
C 2.999 1.027 2.970
C 0.099 1.912 5.623
C 4.137 -0.696 1.729
C -0.093 3.868 -0.718
C 0.900 -4.722 -3.744
C -2.858 1.358 -1.048
C -4.410 -3.381 1.919
C -0.081 0.062 -5.143
C -2.533 -2.018 1.222
C -3.165 -3.274 1.297
H -1.765 -4.110 0.363
H -1.643 -1.355 4.536
H -1.573 -0.666 8.224
H 3.113 2.910 -0.945
H 0.596 2.830 5.908
H -6.002 -2.366 2.917
H -4.520 4.105 -2.150
H 3.206 -1.134 -0.165
H 4.734 0.012 3.672
H 1.107 3.957 -3.044
H 4.157 0.855 -3.366
H 3.093 -0.324 -5.594
H -1.782 -1.530 -3.865
H 2.459 -5.743 -2.652
H 0.003 4.863 -1.186
H 4.915 -1.440 1.634
H -2.477 -1.530 6.973
H -2.291 5.097 -1.714
H 3.540 -1.649 -4.500
H -0.014 3.998 0.363
H 1.906 2.374 -2.947
H 2.476 4.566 -1.073
H -3.058 0.302 -0.869
H 2.254 3.630 0.427
H -4.869 -4.360 1.973
H -4.886 1.691 -1.702
H 0.818 0.611 -5.411
H 3.058 -4.747 -3.997
H 1.895 -1.550 -5.129
H 0.606 -5.644 -4.246
H -1.760 0.011 -2.960
H 2.899 1.662 3.836
H 3.111 0.788 -1.926
H 0.812 -3.890 -4.445
H -0.911 0.773 -5.101
H -0.297 -0.669 -5.928
H -2.707 0.058 1.652
H -1.019 -1.442 -2.272
H -0.817 -1.987 7.332
H -0.784 0.199 2.837
H -0.246 1.251 7.632
H 4.024 -0.643 -2.417
H -4.919 -0.132 2.746
H 0.130 2.474 -2.959
*
```

=====

Molecular formula: C36H44N2SiTa
Method: DFT, ωB97M-V/def2-TZVPD

The LUMO energy (spin up / spin down) comes out at -11.7976 / -11.8096 eV. The calculation puts the HOMO energy (spin up / spin down) at -16.53 / -16.53 eV. The calculation puts the frontier orbital gap (spin up / spin down) at 4.733 / 4.721 eV. The relative energy (zero: lowest compared OMol25 entry of this formula, charge and spin) comes out at 5.1 kJ/mol.

```
! RIJCOSX wB97M-V def2-TZVPD def2/J DEFGRID3
* xyz 3 1
Ta 0.037 0.032 0.066
Si 1.409 -0.177 -2.246
N -0.084 1.986 1.042
N -2.114 0.550 0.120
C 4.837 -2.575 -2.188
C 0.872 5.733 4.357
C -6.470 -0.459 2.222
C -0.389 -3.530 -3.956
C 3.644 -1.978 -2.618
C -7.207 1.007 0.331
C 3.149 -0.835 -1.970
C 0.863 -1.963 0.441
C -0.604 -3.125 -5.277
C 0.551 -0.447 2.166
C -0.487 5.166 3.933
C 5.082 -0.892 -0.491
C -3.798 1.779 1.345
C -0.533 -1.961 0.784
C -1.470 3.474 2.332
C -0.716 -1.029 1.853
C 0.195 -2.654 -3.033
C 3.914 -0.268 -0.934
C -1.147 4.515 5.161
C -3.082 -0.280 -0.357
C -6.445 2.005 2.491
C 1.529 -1.012 1.297
C -6.206 0.868 1.492
C -2.454 1.578 0.971
C 0.922 3.727 2.338
C 0.291 -0.932 -4.737
C -1.339 2.381 1.459
C -1.391 6.311 3.441
C -4.400 -0.157 0.053
C -4.769 0.857 0.948
C 5.555 -2.049 -1.114
C 1.021 2.668 1.448
C -0.255 -1.826 -5.662
C 0.561 -1.355 -3.425
C 3.337 1.113 -4.748
C -0.331 4.111 2.829
H 3.572 0.637 -0.422
H -1.491 7.065 4.231
H -1.246 5.245 5.973
H -2.390 5.946 3.178
H 5.620 -0.487 0.365
H -2.473 3.793 2.613
H 1.368 6.223 3.514
H 1.980 2.349 1.029
H 4.245 0.522 -4.905
H -0.701 -4.524 -3.635
H -5.777 1.908 3.353
H 3.462 1.827 -3.929
H 0.349 -2.995 -2.006
H -6.301 2.983 2.018
H -1.272 -2.656 0.401
H -2.758 -1.044 -1.072
H 3.099 1.672 -5.662
H -0.526 3.687 5.520
H 3.075 -2.437 -3.428
H 2.602 -0.888 1.373
H -4.033 2.657 1.943
H -6.356 -1.315 1.550
H -2.143 4.128 4.918
H -7.478 1.955 2.855
H 1.840 4.224 2.651
H 0.504 0.096 -5.038
H -1.065 -3.808 -5.996
H -7.040 1.951 -0.204
H 0.750 0.217 2.995
H -0.950 6.791 2.559
H -0.439 -1.493 -6.682
H 5.189 -3.480 -2.679
H 2.491 0.436 -4.595
H -5.767 -0.565 3.056
H 1.511 4.933 4.748
H 1.503 1.136 -2.922
H 1.358 -2.673 -0.217
H -1.630 -0.882 2.413
H -7.116 0.179 -0.380
H -5.131 -0.880 -0.321
H -8.229 1.014 0.732
H 6.461 -2.544 -0.754
H 0.737 6.476 5.151
H -7.487 -0.474 2.633
*
```